[1]
Molecular formula: C38H50GeN5O12OsP
Method: DFT, ωB97M-V/def2-TZVPD

XYZ file:
```
108
Properties=species:S:1:pos:R:3:forces:R:3
Os -0.5743 0.3469 -0.4014 0.551 0.204 0.299
O -1.2906 -2.3173 2.1869 -0.051 -0.126 -0.015
C -0.9239 -2.1246 1.0675 0.124 0.253 0.046
O 0.1298 -1.2410 0.8319 0.119 -0.288 -0.265
C -1.4482 -2.7815 -0.1489 -0.023 0.082 0.007
C -2.1863 -3.9430 0.0288 0.012 0.001 0.027
C -2.5461 -4.6962 -1.0650 0.034 0.042 -0.088
C -2.1436 -4.3423 -2.3421 -0.064 -0.093 0.055
C -1.3999 -3.2002 -2.5083 0.044 0.122 0.045
C -1.0761 -2.3322 -1.4400 0.068 -0.360 0.198
O -0.4594 -1.2049 -1.6647 -0.513 0.225 -0.215
N -0.8586 -2.9599 -3.8473 0.081 -0.216 -0.040
O -1.5710 -3.2167 -4.7953 0.006 0.113 0.027
O 0.2979 -2.5909 -3.9188 -0.018 0.031 0.015
N -3.2991 -5.9401 -0.8707 0.004 -0.023 -0.019
O -3.5365 -6.6057 -1.8571 -0.004 0.013 0.023
O -3.6277 -6.2204 0.2634 0.004 0.007 -0.012
H -2.4445 -4.2727 1.0258 0.008 0.027 0.004
H -2.3882 -4.9642 -3.1915 0.000 -0.001 0.001
O 1.2393 1.3040 0.9805 -0.236 0.098 -0.021
H 1.0818 2.1053 1.4940 0.057 0.032 -0.024
H 1.9541 1.5111 0.3592 0.046 -0.081 -0.004
C 4.5192 0.6846 -2.1214 0.009 -0.003 0.009
C 3.4971 -0.0703 -2.6755 -0.015 -0.013 -0.021
C 2.6851 -0.8543 -1.8675 0.018 0.017 -0.011
C 2.8943 -0.8875 -0.4893 0.035 -0.023 0.039
C 3.9349 -0.1300 0.0620 -0.043 0.050 -0.010
C 4.7392 0.6579 -0.7491 -0.013 0.002 0.002
Ge 1.9009 -2.0161 0.7191 0.034 0.116 0.088
C 2.4920 -1.9024 2.5526 -0.078 0.044 -0.010
C 3.5559 -2.7073 2.9588 0.005 0.001 -0.017
C 4.0253 -2.6449 4.2629 0.005 -0.006 -0.001
C 3.4284 -1.7834 5.1718 0.003 0.004 0.007
C 2.3633 -0.9849 4.7785 -0.009 0.005 -0.011
C 1.8975 -1.0422 3.4730 0.014 -0.031 0.002
C 1.5708 -3.8347 0.1884 -0.014 -0.007 -0.015
C 1.7384 -4.2652 -1.1279 -0.065 -0.016 0.034
C 1.4222 -5.5703 -1.4780 -0.001 0.008 -0.030
C 0.9392 -6.4503 -0.5189 -0.010 -0.010 0.002
C 0.7813 -6.0337 0.7965 -0.004 0.013 0.018
C 1.1006 -4.7313 1.1510 0.018 -0.013 -0.031
H 5.1517 1.2898 -2.7584 0.002 0.000 0.005
H 3.3221 -0.0484 -3.7434 -0.002 -0.001 0.003
H 1.8728 -1.4061 -2.3211 -0.022 0.002 -0.001
H 4.1140 -0.1538 1.1313 0.017 -0.014 0.007
H 5.5446 1.2357 -0.3142 -0.001 0.002 0.000
H 4.0193 -3.3949 2.2590 0.009 -0.005 0.010
H 4.8508 -3.2725 4.5712 0.001 -0.002 -0.004
H 3.7899 -1.7393 6.1907 -0.001 0.002 0.001
H 1.8924 -0.3224 5.4932 0.000 0.001 0.005
H 1.0584 -0.4298 3.1680 0.009 0.003 0.015
H 2.1041 -3.5859 -1.8873 0.015 -0.004 -0.019
H 1.5550 -5.9005 -2.5005 0.000 0.000 0.002
H 0.6916 -7.4670 -0.7955 -0.001 -0.003 -0.001
H 0.4120 -6.7230 1.5445 0.000 -0.004 0.000
H 0.9781 -4.4118 2.1804 0.001 -0.001 0.006
C -3.7061 -0.1810 -0.6833 -0.004 -0.068 -0.042
N -3.7800 1.0333 0.1119 0.012 -0.011 -0.070
C -4.4292 2.1558 -0.5578 -0.038 0.022 -0.031
C -2.9344 1.2288 1.1390 -0.001 -0.007 0.188
N -1.7643 0.5864 1.1999 -0.167 0.014 -0.016
N -3.2918 2.0798 2.1203 0.073 0.024 -0.039
C -4.6799 2.3247 2.4884 -0.030 -0.012 -0.004
C -2.2895 2.6338 3.0158 0.001 -0.022 0.022
H -4.6859 -0.3545 -1.1279 -0.022 -0.003 0.028
H -3.4559 -1.0312 -0.0524 -0.009 0.041 -0.001
H -2.9780 -0.1029 -1.4991 -0.031 0.055 -0.033
H -3.9069 2.3656 -1.4948 0.001 -0.048 0.008
H -4.3876 3.0478 0.0564 0.013 0.029 0.021
H -5.4703 1.9132 -0.7713 -0.006 0.007 0.033
H -1.3854 0.5011 2.1352 -0.015 -0.119 0.009
H -5.3333 1.6539 1.9392 -0.005 -0.004 -0.008
H -4.9708 3.3569 2.2864 0.009 0.000 -0.009
H -4.8025 2.1336 3.5554 0.005 -0.006 -0.002
H -2.0878 1.9812 3.8705 -0.012 -0.007 -0.001
H -2.6514 3.5869 3.3969 -0.006 0.006 -0.014
H -1.3656 2.8117 2.4681 0.004 0.006 0.003
C 1.8251 3.9234 -1.1524 -0.043 0.035 -0.043
C 0.8676 4.6101 -2.1123 0.063 -0.019 0.061
C 1.6119 5.2702 -3.2566 -0.008 -0.016 -0.007
C -0.0424 5.5859 -1.3874 -0.003 -0.017 -0.008
O -0.0106 3.6276 -2.7620 -0.011 0.053 -0.009
P -0.5426 2.2400 -2.3036 0.002 -0.117 0.017
O 0.5347 1.1704 -2.1204 -0.071 0.106 0.025
O -1.2624 2.2433 -0.9349 -0.026 -0.098 -0.236
O -1.6547 1.9306 -3.3556 0.138 -0.045 0.058
C -1.4985 1.4904 -4.7660 0.031 0.063 0.048
C -2.7769 1.9521 -5.4341 0.019 -0.014 -0.049
C -1.3760 -0.0167 -4.7307 0.006 0.039 0.002
C -0.2724 2.1365 -5.3880 -0.021 -0.025 -0.015
H 2.5285 4.6564 -0.7565 -0.008 0.008 -0.017
H 2.3826 3.1303 -1.6521 0.007 -0.019 0.008
H 1.2617 3.5056 -0.3183 0.000 -0.024 0.024
H 2.2509 6.0656 -2.8732 0.004 0.004 0.000
H 0.9074 5.7024 -3.9665 0.005 0.003 -0.004
H 2.2345 4.5420 -3.7769 0.001 0.005 -0.004
H 0.5517 6.3671 -0.9124 0.002 0.000 0.002
H -0.6199 5.0673 -0.6203 -0.002 0.003 0.004
H -0.7327 6.0531 -2.0891 0.000 0.001 0.002
H -3.6440 1.5094 -4.9439 -0.002 -0.002 0.002
H -2.7739 1.6394 -6.4787 -0.018 0.005 0.005
H -2.8643 3.0376 -5.3944 0.008 0.007 -0.004
H -2.2726 -0.4575 -4.2897 0.007 -0.001 0.006
H -0.5052 -0.3018 -4.1426 -0.010 -0.006 -0.019
H -1.2631 -0.4138 -5.7398 -0.011 -0.003 -0.006
H -0.3323 3.2228 -5.3413 0.002 0.001 -0.007
H -0.2107 1.8362 -6.4342 -0.002 -0.006 0.006
H 0.6409 1.8040 -4.8901 0.005 0.011 0.001
```
Positions in Å, forces in eV/Å.

## Properties
<S²> = 0.75
M = 1062.65 g/mol
E = -140504.13869 eV
Net charge = +1
Energy relative to the best compared isomer or geometry (same formula, charge and spin) = 0.000 eV
HOMO (alpha / beta) = -10.955 / -11.024 eV
Spin multiplicity = 2

=====

[2]
Molecular formula: C38H50O2P
Method: DFT, ωB97M-V/def2-TZVPD

XYZ file:
```
91
Properties=species:S:1:pos:R:3:forces:R:3
C -2.6781 -3.1841 -3.0873 0.031 0.088 0.072
C -1.3906 -2.8259 -3.8327 0.040 -0.206 0.198
C -0.7503 -1.5229 -3.3393 0.111 0.622 -0.087
C -0.6041 -1.4566 -1.7856 0.285 -0.456 0.619
P 0.1767 0.1764 -1.2323 -0.269 0.034 -3.186
C 1.7943 0.0779 -2.1984 0.096 -0.067 -0.008
C 2.7760 1.2123 -1.9153 0.390 0.189 0.146
C 3.9590 1.2009 -2.8886 -0.161 -0.157 -0.010
C 4.6967 -0.1382 -2.8631 -0.033 0.000 0.084
C 3.7457 -1.3265 -3.0533 0.038 0.177 -0.137
C 2.5027 -1.2951 -2.1461 0.014 -0.139 0.203
C -0.8090 1.4345 -2.2714 0.479 -0.529 0.113
C -2.3333 1.2040 -2.2345 -0.023 0.011 0.205
C -3.0604 2.1660 -3.1808 0.095 0.086 -0.024
C -2.6700 3.6318 -2.9742 -0.003 -0.115 0.059
C -1.1546 3.8261 -3.0082 -0.023 -0.091 0.030
C -0.4219 2.8994 -2.0292 -0.029 0.086 0.039
C -1.8837 -1.8630 -1.0387 -0.288 0.242 0.232
C -2.4658 -3.1769 -1.5715 0.121 -0.068 -0.072
H -3.4760 -2.4774 -3.3553 0.122 -0.029 0.041
H -3.0209 -4.1748 -3.4075 0.027 0.182 0.048
H -0.6662 -3.6446 -3.7322 -0.092 0.055 0.076
H -1.5960 -2.7329 -4.9047 0.097 0.044 0.135
H 0.2281 -1.4065 -3.8356 -0.318 -0.045 0.259
H -1.3660 -0.6827 -3.6919 0.173 -0.325 0.065
H 0.1498 -2.2126 -1.5040 -0.182 0.231 -0.033
H 1.4654 0.2201 -3.2445 -0.198 -0.056 0.366
H 2.2790 2.1887 -1.9950 0.231 -0.383 0.143
H 3.1566 1.1175 -0.8907 -0.042 0.013 -0.282
H 3.5842 1.4132 -3.8991 0.087 -0.068 0.039
H 4.6398 2.0176 -2.6238 -0.090 -0.118 -0.067
H 5.4611 -0.1480 -3.6486 -0.077 -0.073 0.180
H 5.2198 -0.2434 -1.9025 -0.069 0.044 -0.109
H 3.4180 -1.3518 -4.1023 -0.036 0.032 0.134
H 4.2875 -2.2631 -2.8823 -0.121 0.103 -0.025
H 2.7864 -1.5362 -1.1080 -0.024 0.137 -0.189
H 1.8360 -2.1020 -2.4862 0.205 0.294 0.167
H -0.4585 1.1793 -3.2877 -0.131 0.081 0.265
H -2.5799 0.1771 -2.5442 0.101 0.555 0.215
H -2.7110 1.3196 -1.2022 0.105 0.064 -0.260
H -2.8358 1.8757 -4.2171 -0.008 0.023 0.123
H -4.1373 2.0369 -3.0425 0.069 0.027 -0.082
H -3.1379 4.2455 -3.7498 0.024 -0.029 0.135
H -3.0614 3.9789 -2.0101 0.038 -0.011 -0.054
H -0.7798 3.6330 -4.0214 -0.040 0.026 0.073
H -0.9014 4.8601 -2.7619 -0.009 -0.041 -0.092
H -0.6700 3.1975 -0.9978 -0.029 -0.044 -0.234
H 0.6628 3.0389 -2.1593 -0.490 -0.039 0.065
H -1.6454 -1.9823 0.0270 -0.134 0.020 -0.261
H -2.6380 -1.0649 -1.1023 0.166 -0.365 0.089
H -3.4100 -3.3774 -1.0587 0.088 0.005 -0.003
H -1.7838 -3.9930 -1.3025 -0.037 0.023 -0.032
C 6.1697 1.9799 2.6173 -0.384 0.384 -0.142
O 5.2794 2.7872 1.8148 -0.307 -0.152 0.380
C 3.9566 2.4806 1.7859 -0.055 -0.477 -0.114
C 3.1497 3.1730 0.8543 0.464 -0.358 0.359
C 1.9148 2.6550 0.5197 -0.262 -0.122 0.463
C 1.4490 1.4453 1.0782 -0.205 0.344 -0.084
C 0.1656 0.7908 0.4817 -0.399 0.572 2.638
C -0.5901 -0.1100 1.5049 -0.110 0.088 -0.327
C -1.9297 0.2132 1.7668 0.356 0.132 0.111
C -2.7109 -0.5578 2.6170 0.148 -0.132 -0.117
C -2.1457 -1.6660 3.2483 -0.385 -0.275 0.398
O -2.9954 -2.5470 3.9214 0.371 0.097 -0.158
C -3.1791 -2.4664 5.3074 0.015 0.267 0.182
C -4.4744 -2.2018 5.7658 0.500 0.351 -0.079
C -4.6690 -1.9207 7.1175 0.110 -0.271 -0.047
C -3.5991 -2.0125 8.0122 0.091 -0.042 -0.072
C -2.3348 -2.3995 7.5562 -0.121 -0.025 -0.152
C -2.1169 -2.6444 6.1952 -0.296 0.300 -0.025
C -0.7822 -1.9298 3.1139 -0.079 0.067 -0.385
C -0.0225 -1.1852 2.2025 -0.016 0.176 0.146
C 2.0952 1.0117 2.2419 -0.173 -0.076 -0.289
C 3.3512 1.4928 2.5902 0.494 0.528 -0.430
H 7.1597 2.3489 2.3529 -0.072 -0.141 0.147
H 5.9826 2.1336 3.6878 0.054 -0.010 -0.223
H 6.0838 0.9118 2.3758 -0.075 0.262 -0.045
H 3.5541 4.0494 0.3565 -0.086 -0.080 0.111
H 1.2653 3.2254 -0.1443 0.385 -0.337 -0.061
H -0.5052 1.6695 0.4076 0.100 -0.483 -0.404
H -2.3427 1.1280 1.3372 -0.053 -0.332 -0.042
H -3.7581 -0.3122 2.7692 0.158 -0.123 0.066
H -5.2860 -2.1476 5.0433 0.160 0.066 0.155
H -5.6613 -1.6238 7.4630 0.323 -0.174 -0.048
H -3.7554 -1.7929 9.0695 0.072 -0.067 -0.326
H -1.5006 -2.4966 8.2544 -0.311 0.003 -0.188
H -1.1377 -2.9377 5.8153 -0.260 0.148 0.197
H -0.3255 -2.7293 3.6937 -0.128 0.084 -0.281
H 1.0466 -1.3878 2.1138 -0.428 -0.210 -0.178
H 1.5964 0.3411 2.9333 0.291 -0.110 -0.314
H 3.8738 1.0854 3.4531 -0.166 0.092 -0.191
```
Positions in Å, forces in eV/Å.

## Properties
M = 569.79 g/mol
E = -53595.44152 eV
Net charge = +1
Energy relative to the best compared isomer or geometry (same formula, charge and spin) = 0.000 eV
HOMO = -10.820 eV